Model one:
The following is a DFT calculation (the ωB97M-V functional and the def2-TZVPD basis) of a cluster of 2 separate species, CH2BrNO in total.

Atoms and positions in Å:
O -0.365 -2.055 0.043
Br -2.143 0.893 0.030
C -0.659 0.031 0.010
N 0.627 0.326 0.068
H 1.223 1.203 -0.054
H 1.317 -0.398 -0.097

- frontier orbital gap (spin up / spin down) (eV) = 8.55 / 8.67

Model two:
The following is a DFT calculation (the ωB97M-V functional and the def2-TZVPD basis) of a cluster of 2 separate species, CH2BrNO in total.

Atoms and positions in Å:
O -1.011 -1.343 1.334
C -0.485 -1.213 0.281
N -0.029 -1.223 -0.852
H 0.770 -0.962 -1.437
Br 0.770 1.922 0.619
H -0.015 2.819 0.055

- frontier orbital gap (eV) = 11.50

Most stable: model two (next structure +0.2374 hartree)

Model one:
The following is a DFT calculation (the ωB97M-V functional and the def2-TZVPD basis) of a cluster of 30 separate species, H60O30 in total.

Atoms and positions in Å:
H -1.337 -1.090 3.026
H 1.766 0.471 -3.077
H -1.479 -1.714 4.376
O 1.182 4.861 2.740
O 0.514 -0.900 -5.313
H 2.827 -2.102 2.031
H 3.646 -0.421 -3.028
H 2.881 -2.974 -0.179
O -3.015 0.902 -1.049
H -3.059 3.177 3.576
H -1.945 1.377 2.707
H 1.272 3.393 -0.933
O 1.393 2.065 3.014
H 1.544 3.037 2.838
H -0.494 1.113 -3.468
O -1.528 0.617 2.326
O 1.613 0.062 0.053
H 2.559 4.525 -2.333
H -2.392 -2.193 -3.827
H -1.054 3.300 -0.680
H -4.201 -0.566 1.841
H -3.675 0.503 -1.640
O 3.580 -1.719 2.590
H 2.289 1.764 2.795
H -0.643 0.848 2.497
H -3.261 -4.140 0.410
O 3.567 -1.356 -1.231
H 2.057 -0.614 5.167
H -5.290 -0.468 -3.759
H -1.697 3.423 3.929
H -1.377 -1.641 -2.779
H -1.195 -1.803 -0.451
H 1.300 0.928 0.301
H -3.665 3.257 -3.386
O -5.010 -0.332 -2.845
H -1.793 -4.693 -1.445
O -2.689 -3.046 1.664
H 0.846 -0.511 0.055
O -3.248 -4.679 -0.398
H 0.616 -3.558 -0.025
H -1.551 0.020 -3.701
O -1.530 -1.757 -3.753
O 5.218 2.152 -0.078
H -4.098 -4.564 -0.790
O 1.026 0.755 -2.585
H 5.226 2.659 -0.890
H -1.700 -0.514 -1.023
O 2.402 -1.521 4.966
O 2.212 -3.380 0.442
O -4.200 -0.812 0.920
H -2.097 -2.829 2.366
H 0.712 1.983 -1.333
O -0.267 -3.741 -0.062
H 2.605 -4.205 0.838
H 5.992 2.544 0.463
H 3.725 0.038 1.972
H 3.952 1.453 1.204
H 1.295 1.197 4.511
H 1.421 5.448 2.074
H -2.654 3.091 -0.912
H -5.047 -1.192 0.753
O -1.282 0.908 -3.986
H -3.187 0.594 -0.110
H 3.042 -1.654 5.666
H 0.902 -1.708 -5.662
O 2.873 4.642 -1.417
H -0.440 -5.399 -1.975
H 2.876 -0.805 -4.294
O -1.013 -1.155 -1.121
H 3.317 -1.682 3.489
O 3.354 -0.080 -3.874
O -2.842 3.009 -3.855
O -1.284 -1.926 3.476
H 0.948 5.386 3.531
O 3.775 1.080 2.069
O -1.935 3.711 -0.724
H -3.103 -2.218 1.339
H 3.010 -0.796 -0.705
H -5.150 -1.190 -2.465
H 0.590 -0.037 -2.327
O 0.571 2.792 -0.773
H -2.745 2.083 -3.752
O -1.297 -5.016 -2.214
H 0.085 0.621 5.543
O -2.248 2.693 3.834
O 1.072 0.655 5.333
H 4.494 -1.115 -1.080
H -0.732 -3.640 0.746
H -0.316 -1.229 -4.943
H 2.617 5.549 -1.226

- frontier orbital gap (eV) = 8.78

Model two:
The following is a DFT calculation (the ωB97M-V functional and the def2-TZVPD basis) of a cluster of 30 separate species, H60O30 in total.

Atoms and positions in Å:
H -1.216 -11.186 -13.313
O -4.697 -9.648 -16.057
H -3.194 -3.500 -14.937
H -1.079 -2.258 -14.377
H -7.095 -3.963 -16.159
O -4.304 -1.602 -13.001
H -4.861 -7.860 -10.329
H -6.258 -10.367 -15.364
O -0.700 -5.186 -12.648
H -6.095 -6.152 -19.133
O -6.605 -4.384 -19.447
O 1.018 -5.452 -18.047
H 1.332 -4.827 -18.701
O -6.920 -10.725 -14.774
H -1.624 -1.773 -16.410
H -4.833 -2.238 -12.520
H -6.105 -7.589 -19.612
H -3.793 -9.569 -16.363
H -0.838 -9.167 -12.428
H -6.704 -7.273 -13.807
H -3.131 -1.855 -16.292
H -5.196 -1.203 -14.401
O -0.271 -8.637 -11.868
H -7.754 -10.441 -15.148
H -2.197 -7.002 -19.437
H -2.904 -5.012 -18.977
O -4.992 -4.650 -12.025
H 0.078 -3.230 -14.472
H -1.481 -10.569 -17.328
H -4.086 -10.742 -14.744
O -5.168 -7.021 -16.104
O -5.640 -0.977 -15.218
H -2.220 -8.408 -17.548
H -0.794 -8.474 -11.083
H 0.057 -5.202 -12.063
H -2.536 -10.606 -13.773
H -5.410 -7.231 -11.592
H 0.244 -7.995 -19.790
O -4.825 -1.785 -18.513
O -0.537 -2.245 -17.844
H 1.900 -4.364 -15.851
O -4.017 -11.168 -13.890
O -1.600 -10.411 -13.722
H -4.162 -3.859 -13.830
O -3.950 -4.055 -14.742
O 1.002 -4.460 -15.534
H -4.103 -2.310 -18.858
H -0.656 -4.330 -13.074
O -2.055 -10.254 -16.630
H -7.399 -4.097 -19.898
O -5.836 -7.252 -13.405
H -5.293 -2.378 -17.924
O -3.495 -4.527 -18.401
H -1.543 -10.368 -15.829
O -8.112 -7.192 -15.253
H -2.850 -6.399 -20.662
H -4.210 -5.152 -11.797
H -6.612 -3.904 -18.620
H 0.231 -1.710 -18.041
H -0.661 -2.784 -18.626
H -7.322 -7.138 -15.790
H -2.771 -8.718 -18.924
H -0.733 -6.939 -15.291
H 0.407 -4.949 -17.508
H -3.197 -4.740 -17.516
O -0.454 -2.746 -13.840
H -8.419 -6.287 -15.188
H -3.993 -0.993 -12.332
H -0.234 -6.630 -13.895
H -2.825 -6.854 -16.280
O -5.541 -7.264 -10.645
O 0.632 -8.181 -18.935
H -5.625 -4.869 -11.341
O -2.170 -6.235 -20.009
O -2.406 -6.029 -16.034
H -5.103 -10.266 -16.665
O -2.328 -1.892 -15.772
H 0.900 -5.399 -15.381
H 0.717 -7.323 -18.519
H -5.277 -6.805 -17.030
H -5.055 -7.971 -16.090
H -5.584 -3.964 -16.067
O -6.322 -3.444 -16.382
H -4.189 -12.093 -14.069
O -2.840 -8.090 -18.205
O -6.331 -7.039 -18.861
H -6.092 -1.781 -15.476
O -0.040 -7.160 -14.669
H -3.077 -5.558 -15.539
H -5.309 -6.717 -13.999

- frontier orbital gap (eV) = 9.29

Most stable: model two (next structure +0.0367 hartree)

Model one:
The following is a DFT calculation (the ωB97M-V functional and the def2-TZVPD basis) of a cluster of 2 separate species, CH4OP2 in total.

Atoms and positions in Å:
P 0.637 -1.266 1.660
H -0.058 -1.098 -1.297
H -1.393 0.402 0.360
H 0.075 1.861 0.338
H 1.425 -0.213 -1.538
C 0.514 -0.245 -0.912
O -0.498 -0.497 2.064
P -0.703 1.057 -0.675

- spin multiplicity = 3
- expectation value of S² = 2.0084
- frontier orbital gap (spin up / spin down) (eV) = 7.01 / 8.57

Model two:
The following is a DFT calculation (the ωB97M-V functional and the def2-TZVPD basis) of an isolated molecule of CH4OP2.

Atoms and positions in Å:
C -0.654 -0.855 1.457
H -0.056 1.129 -2.492
P 0.057 -0.404 -0.074
O 1.377 -0.966 -0.519
H -1.416 -0.308 2.042
P -0.175 1.528 -1.115
H 1.281 1.727 -1.031
H -0.414 -1.852 1.732

- spin multiplicity = 3
- expectation value of S² = 2.0102
- frontier orbital gap (spin up / spin down) (eV) = 7.29 / 7.31

Most stable: model one (next structure +0.0044 hartree)

Model one:
The following is a DFT calculation (the ωB97M-V functional and the def2-TZVPD basis) of a structure of composition CH3NO4.

Atoms and positions in Å:
O -1.913 0.550 1.401
H -0.026 1.105 0.361
N -1.324 -0.302 0.828
O -2.506 0.640 -0.856
O -2.770 1.447 0.151
C -0.074 -0.044 0.175
H -0.093 -0.317 -0.943
O -2.808 -0.574 -0.665
H 0.747 -0.773 0.546

- frontier orbital gap (spin up / spin down) (eV) = 7.84 / 8.63

Model two:
The following is a DFT calculation (the ωB97M-V functional and the def2-TZVPD basis) of an isolated molecule of CH3NO4.

Atoms and positions in Å:
N 1.176 0.160 -0.144
O -0.927 0.952 0.702
H -1.828 0.565 0.803
O 1.735 1.165 -0.377
H -0.367 -1.434 0.659
H -0.505 0.505 -1.493
O 1.576 -0.712 0.606
O -0.676 -1.203 -0.212
C -0.182 0.002 -0.544

- frontier orbital gap (eV) = 10.46

Most stable: model two (next structure +0.2640 hartree)

Model one:
The following is a DFT calculation (the ωB97M-V functional and the def2-TZVPD basis) of a cluster of 6 separate species, C2H14O6 in total.

Atoms and positions in Å:
O 2.346 -0.451 0.375
O 0.777 -1.770 -1.810
O -0.590 1.178 1.812
H -0.048 0.571 1.301
H 0.140 3.095 -0.643
H -3.138 -1.375 -0.651
O -0.106 3.441 0.224
O 1.203 1.367 -1.666
H 1.460 -0.654 0.701
H -2.935 -0.066 0.521
H 2.862 -1.262 0.391
H -0.564 1.986 1.278
H 1.730 0.674 -1.211
O -0.367 -1.862 0.787
C -2.376 -0.865 -0.063
C -1.580 -1.751 0.801
H 0.302 -2.322 -2.440
H 0.759 3.727 0.543
H -1.763 -0.147 -0.619
H 0.255 -1.787 -0.996
H -2.133 -2.458 1.397
H 0.818 0.633 -2.219

- frontier orbital gap (eV) = 11.33

Model two:
The following is a DFT calculation (the ωB97M-V functional and the def2-TZVPD basis) of a cluster of 5 separate species, C2H14O6 in total.

Atoms and positions in Å:
H 0.376 1.971 1.376
H 1.253 1.560 0.302
O -2.260 1.502 -2.063
H -0.775 0.243 -0.263
H -0.914 -1.605 1.861
O 0.739 2.302 0.586
H 1.602 -0.655 0.752
H -3.054 1.482 -2.611
H 1.752 0.745 3.351
H 1.753 -0.540 -0.654
O -0.001 -1.809 2.132
H -1.798 -0.258 -3.146
H -2.623 -0.468 -1.682
C -1.914 0.123 -2.121
H 0.051 -2.740 2.316
O -0.198 -1.299 -1.398
O 2.540 0.849 2.877
H 2.589 0.120 2.270
C -0.636 -0.013 -1.337
H -0.789 -1.850 -0.991
O 2.033 -0.115 0.160
H 0.268 0.453 -1.720

- frontier orbital gap (eV) = 10.16

Most stable: model one (next structure +0.0484 hartree)